Entry 1:
Molecular formula: C4H10N2O
Method: DFT, ωB97M-V with the def2-TZVPD basis set

Values from the calculation:
Net charge: +1
DFT total energy: -342.85167 a.u.
Spin multiplicity: 2
Frontier orbital gap (alpha / beta): 11.71 / 6.77 eV
HOMO level (alpha / beta): -14.96 / -14.74 eV
Energy relative to the best compared isomer or geometry (same formula, charge and spin): 0.4597 eV

Structure (XYZ):
```
17
C4H10N2O | the OMol25 dataset | ωB97M-V with the def2-TZVPD basis set
C -0.44 1.59 1.04
N 0.10 0.25 1.17
C 1.38 0.35 -1.00
C 0.57 -0.46 0.00
C -0.86 -0.86 -0.65
N -1.35 -2.05 -0.30
O -1.33 -0.09 -1.43
H -0.60 1.83 0.00
H -1.39 1.69 1.57
H 0.29 2.33 1.39
H 0.73 0.20 1.96
H 1.23 1.42 -0.90
H 1.23 -0.02 -2.00
H 2.43 0.14 -0.80
H 1.09 -1.29 0.47
H -2.26 -2.27 -0.69
H -0.84 -2.78 0.16
```

Entry 2:
Molecular formula: C44H93F9N5O8SSi
Method: DFT, ωB97M-V with the def2-TZVPD basis set

Values from the calculation:
Net charge: +1
DFT total energy: -4194.01005 a.u.
Spin multiplicity: 1
Frontier orbital gap: 6.41 eV
HOMO level: -9.70 eV
Energy relative to the best compared isomer or geometry (same formula, charge and spin): 0.0000 eV

Structure (XYZ):
```
161
C44H93F9N5O8SSi | the OMol25 dataset | ωB97M-V with the def2-TZVPD basis set
C 0.49 -1.13 3.16
Si 0.00 -1.59 1.40
C 1.38 -2.40 0.41
C -1.42 -2.85 1.55
C -2.80 -2.23 1.89
C -3.36 -2.81 3.20
C -4.72 -2.24 3.66
C -5.92 -2.99 3.06
C -6.03 -2.94 1.53
C -6.05 -1.51 0.95
C -7.52 -1.08 0.88
N -7.78 0.30 0.35
C -7.04 1.45 0.98
C -7.44 1.63 2.46
C -6.30 2.00 3.40
F -6.41 1.18 4.48
F -5.10 1.74 2.89
C -6.37 3.42 4.02
F -7.46 3.50 4.77
F -5.33 3.55 4.82
S -6.40 4.86 2.80
F -6.84 5.84 3.98
F -4.88 5.21 3.09
F -5.96 3.90 1.61
F -7.93 4.56 2.49
F -6.46 6.05 1.77
C -0.61 -0.05 0.50
C -0.57 0.08 -0.89
C -1.04 1.22 -1.53
C -1.57 2.29 -0.80
C -1.59 2.18 0.59
C -1.13 1.03 1.22
H 0.75 -2.03 3.72
H 1.33 -0.44 3.17
H -0.37 -0.68 3.67
H 1.22 -2.22 -0.66
H 2.34 -1.96 0.67
H 1.43 -3.48 0.58
H -1.51 -3.45 0.64
H -1.18 -3.55 2.36
H -2.78 -1.14 1.97
H -3.49 -2.47 1.08
H -3.41 -3.90 3.16
H -2.63 -2.56 3.98
H -4.79 -2.38 4.74
H -4.78 -1.16 3.51
H -5.79 -4.04 3.33
H -6.86 -2.68 3.53
H -6.98 -3.41 1.25
H -5.24 -3.51 1.03
H -5.61 -1.43 -0.04
H -5.50 -0.83 1.59
H -8.05 -1.20 1.83
H -8.02 -1.76 0.19
H -7.67 0.34 -0.66
H -8.77 0.49 0.52
H -7.34 2.33 0.42
H -5.97 1.32 0.80
H -8.25 2.36 2.50
H -7.89 0.71 2.82
H -0.17 -0.72 -1.50
H -1.01 1.31 -2.61
H -1.95 3.18 -1.29
H -1.98 2.99 1.19
H -1.16 1.00 2.31
C 1.42 -5.36 2.82
O 2.46 -5.48 1.87
C 3.74 -5.80 2.42
C 4.15 -7.22 2.09
N 3.34 -8.19 2.81
C 3.47 -9.57 2.34
C 3.15 -9.90 0.88
O 1.78 -9.81 0.53
C 1.31 -8.50 0.27
H 0.58 -4.89 2.32
H 1.09 -6.34 3.19
H 1.72 -4.74 3.67
H 3.76 -5.61 3.50
H 4.46 -5.12 1.95
H 5.20 -7.35 2.38
H 4.08 -7.33 1.00
H 2.37 -7.93 2.74
H 2.81 -10.18 2.96
H 4.49 -9.91 2.55
H 3.42 -10.95 0.73
H 3.76 -9.32 0.18
H 2.06 -7.88 -0.22
H 0.96 -8.01 1.18
H 0.45 -8.59 -0.39
C 5.08 -0.13 -4.98
O 6.10 -1.08 -4.76
C 7.12 -0.67 -3.86
C 7.03 -1.40 -2.53
N 5.86 -0.98 -1.77
C 5.54 -1.82 -0.61
C 5.25 -3.30 -0.82
O 4.02 -3.55 -1.49
C 4.05 -3.43 -2.90
H 4.51 -0.45 -5.85
H 4.39 -0.05 -4.13
H 5.50 0.86 -5.19
H 7.11 0.41 -3.72
H 8.07 -0.94 -4.33
H 7.93 -1.18 -1.95
H 7.02 -2.47 -2.75
H 5.06 -0.95 -2.38
H 4.65 -1.38 -0.15
H 6.35 -1.72 0.11
H 5.13 -3.74 0.17
H 6.07 -3.85 -1.30
H 4.99 -3.79 -3.32
H 3.86 -2.40 -3.21
H 3.23 -4.04 -3.29
C 2.19 4.91 0.36
O 3.39 4.75 -0.36
C 4.52 5.40 0.21
C 5.49 4.42 0.83
N 4.95 3.80 2.03
C 5.68 2.64 2.53
C 5.87 1.44 1.61
O 4.68 0.71 1.34
C 3.86 1.27 0.34
H 1.37 4.58 -0.29
H 2.16 4.30 1.27
H 2.02 5.96 0.63
H 4.21 6.16 0.94
H 5.03 5.92 -0.61
H 6.41 4.95 1.09
H 5.74 3.68 0.06
H 3.99 3.53 1.86
H 5.16 2.30 3.43
H 6.67 2.98 2.86
H 6.53 0.74 2.14
H 6.38 1.69 0.68
H 4.44 1.74 -0.46
H 3.14 1.98 0.76
H 3.27 0.46 -0.10
C -3.93 8.05 -5.44
O -3.23 7.18 -6.29
C -1.88 7.57 -6.56
C -0.88 6.67 -5.86
N -0.90 6.86 -4.42
C -0.18 5.85 -3.65
C -0.60 4.38 -3.77
O -1.86 4.06 -3.21
C -2.98 4.38 -4.01
H -4.99 7.79 -5.50
H -3.62 7.95 -4.39
H -3.81 9.10 -5.74
H -1.72 8.62 -6.31
H -1.74 7.46 -7.64
H 0.12 6.89 -6.24
H -1.12 5.63 -6.15
H -1.86 6.89 -4.10
H -0.28 6.12 -2.59
H 0.88 5.92 -3.89
H 0.13 3.80 -3.20
H -0.54 4.02 -4.81
H -2.78 4.24 -5.08
H -3.32 5.40 -3.82
H -3.80 3.72 -3.72
```

Entry 3:
Molecular formula: C2H7NOSi
Method: DFT, ωB97M-V with the def2-TZVPD basis set

Values from the calculation:
SMILES: CO/C=N\[SiH3]
DFT total energy: -499.81915 a.u.
Spin multiplicity: 1
Frontier orbital gap: 10.66 eV
HOMO level: -9.90 eV
Energy relative to the best compared isomer or geometry (same formula, charge and spin): 2.6845 eV

Structure (XYZ):
```
12
C2H7NOSi | the OMol25 dataset | ωB97M-V with the def2-TZVPD basis set
C 1.80 0.37 -0.54
O 1.34 -0.74 0.22
C 0.16 -1.07 0.88
N -1.08 -0.87 0.83
Si -1.97 0.34 -0.05
H 1.65 1.41 -0.20
H 2.88 0.13 -0.32
H 1.61 0.22 -1.61
H 0.58 -1.79 1.48
H -2.89 -0.28 -0.92
H -1.25 1.30 -0.72
H -2.82 0.98 0.95
```

Among the records above, which one has the highest DFT total energy?
C4H10N2O

spin multiplicity of number 2 (C44H93F9N5O8SSi)?
1

What is the formula in the first record?
C4H10N2O

Which of these has the lowest energy relative to the best compared isomer or geometry (same formula, charge and spin)?
C44H93F9N5O8SSi